This record from OMol25 describes a cluster of 2 separate species, C4H4ClN3 in total in a non-equilibrium geometry. The level of theory is ωB97M-V with the def2-TZVPD basis set.

As for the energy above the lowest of the compared OMol25 structures with the same formula, charge and spin: 889.5 kJ/mol. The value obtained for the orbital gap (alpha / beta) is 7.7 / 7.5 eV. For the highest occupied orbital energy (alpha / beta), the calculation gives -8.3 / -8.7 eV.

```
12
Properties=species:S:1:pos:R:3:mulliken_charge:R:1
C -1.8972 0.4512 1.0694 0.0614
C -1.9964 0.4600 -1.0520 0.0344
C -1.9544 -0.4773 0.0229 0.4331
C 0.5431 -0.8625 -0.0488 -0.9120
N -1.6563 1.6337 1.1575 -0.3620
N -1.6482 1.6513 -1.1370 -0.3763
N -1.5295 2.4108 0.0190 -0.0473
Cl -2.6738 -1.9851 0.0875 -0.1175
H 0.6387 -1.7976 0.5012 0.3424
H 0.6262 0.0328 0.5808 0.2531
H 0.6893 -0.7212 -1.0347 0.3943
H -0.6662 2.9531 0.0908 0.2963
```